{
  "formula": "C4H10NO",
  "method": "the ωB97M-V functional and the def2-TZVPD basis",
  "smiles": "CNCCC[O-]",
  "e_above_lowest_kj_mol": 186.7,
  "homo_ev": -2.06,
  "charge": -1,
  "gap_ev": 5.933,
  "elements": ["C", "N", "C", "C", "C", "O", "H", "H", "H", "H", "H", "H", "H", "H", "H", "H"],
  "coordinates": [[-0.0638, -1.0283, 2.2131], [-0.0665, -1.1426, 0.7719], [0.8897, -0.4182, -0.1250], [0.1872, 0.1516, -1.3344], [-0.6620, 1.5077, -1.3241], [-1.9163, 1.3963, -1.7428], [0.8259, -1.1899, 2.7901], [-0.2938, 0.0509, 2.3450], [-0.9827, -1.6043, 2.5554], [-0.9675, -0.8280, 0.4241], [1.5219, 0.3604, 0.3565], [1.4449, -1.2816, -0.4497], [-0.3239, -0.7247, -1.7603], [0.8711, 0.3724, -2.1761], [-0.0508, 2.2095, -2.0956], [-0.4134, 2.1688, -0.4481]]
}

***

{
  "formula": "C4H10NO",
  "method": "the ωB97M-V functional and the def2-TZVPD basis",
  "spin_multiplicity": 2,
  "s2": 0.754,
  "e_above_lowest_kj_mol": 160.2,
  "homo_ev": [-8.80, -8.80],
  "gap_ev": [9.655, 6.876],
  "elements": ["C", "C", "C", "N", "H", "H", "H", "H", "H", "H", "H", "C", "O", "H", "H", "H"],
  "coordinates": [[-1.4353, 1.2620, -0.2104], [-0.1193, 1.7612, 0.3189], [0.8504, 0.9086, 0.6580], [2.1325, 1.4067, 1.1250], [-2.2580, 1.4675, 0.4830], [-1.6288, 1.6050, -1.2311], [-1.3629, 0.1558, -0.3093], [0.1519, 2.8139, 0.3413], [0.7074, -0.1771, 0.5416], [2.5080, 0.8467, 1.8797], [2.7700, 1.2973, 0.3424], [-0.4477, -2.6772, -0.7996], [-0.8516, -1.5628, -0.1057], [-0.0776, -2.4324, -1.7964], [0.3356, -3.2772, -0.2821], [-1.2747, -3.3981, -0.9553]]
}

***

{
  "formula": "C4H10NO",
  "method": "the ωB97M-V functional and the def2-TZVPD basis",
  "smiles": "CC(=[NH2+])[C@@H](C)O",
  "e_above_lowest_kj_mol": 186.8,
  "homo_ev": -15.49,
  "charge": 1,
  "gap_ev": 10.738,
  "elements": ["C", "C", "C", "C", "N", "O", "H", "H", "H", "H", "H", "H", "H", "H", "H", "H"],
  "coordinates": [[0.7184, -0.7135, -0.2887], [0.1191, 0.2267, 0.6908], [-0.1984, 1.5442, 0.0977], [-0.6953, -0.9229, -0.9874], [-0.3135, -0.1801, 1.8790], [1.6905, -0.3097, -1.1211], [1.1311, -1.6102, 0.2868], [-0.1563, 1.2145, -0.9748], [0.6160, 2.3409, 0.2924], [-1.1332, 1.9277, 0.4158], [-1.4457, -1.4644, -0.4444], [-0.3892, -1.5130, -1.8491], [-1.0556, -0.0133, -1.4328], [-1.1731, 0.1612, 2.3194], [-0.0672, -1.0613, 2.1649], [2.3523, 0.3733, -1.0484]]
}

***

{
  "formula": "C4H10NO",
  "method": "the ωB97M-V functional and the def2-TZVPD basis",
  "e_above_lowest_kj_mol": 253.7,
  "homo_ev": -14.14,
  "charge": 1,
  "gap_ev": 8.575,
  "elements": ["C", "C", "C", "C", "N", "H", "H", "H", "H", "H", "H", "H", "H", "H", "H", "O"],
  "coordinates": [[1.5018, 0.2969, 1.6282], [0.7403, -0.4616, 0.5318], [1.2891, -1.1353, -0.5135], [-1.4123, 0.4780, 1.2053], [-0.6321, -0.0370, 0.2506], [1.3521, 1.4469, 1.3881], [2.5819, 0.0253, 1.4504], [1.1768, -0.0484, 2.6182], [0.5910, -1.5856, -1.2314], [2.3982, -1.1478, -0.7388], [-2.4527, 0.2954, 0.8890], [-1.2239, 1.0088, 2.0718], [-1.1095, -0.2414, -0.6333], [-1.3817, 0.8358, -3.5881], [-2.1715, -0.0344, -2.6297], [-1.2475, 0.3045, -2.6988]]
}

***

{
  "formula": "C4H10NO",
  "method": "the ωB97M-V functional and the def2-TZVPD basis",
  "e_above_lowest_kj_mol": 461.3,
  "homo_ev": [-12.94, -12.94],
  "charge": 1,
  "gap_ev": [7.881, 7.880],
  "elements": ["C", "C", "C", "C", "N", "O", "H", "H", "H", "H", "H", "H", "H", "H", "H", "H"],
  "coordinates": [[-3.0613, 0.8819, 0.1715], [-2.4989, -0.3576, 0.1874], [2.3777, 0.3649, 0.2612], [0.0980, -0.0540, -0.7690], [1.0680, -0.4104, 0.2151], [-1.2548, -0.7743, 0.3871], [-4.0790, 0.8140, -0.1323], [-2.3799, 1.7950, 0.2390], [-3.2367, -1.1608, -0.1196], [2.9987, -0.1583, -0.3952], [2.2450, 1.5416, -0.0348], [2.9439, 0.2917, 1.2987], [-0.2160, 0.9958, -0.8471], [0.0844, -0.6294, -1.6186], [0.5741, -0.4427, 1.1221], [1.4669, -1.3008, -0.0721]]
}

***

{
  "formula": "C4H10NO",
  "method": "the ωB97M-V functional and the def2-TZVPD basis",
  "spin_multiplicity": 2,
  "s2": 0.797,
  "e_above_lowest_kj_mol": 459.8,
  "homo_ev": [-17.40, -17.74],
  "charge": 2,
  "gap_ev": [4.513, 2.969],
  "elements": ["C", "C", "C", "C", "O", "N", "H", "H", "H", "H", "H", "H", "H", "H", "H", "H"],
  "coordinates": [[1.4769, -0.5059, -0.8291], [0.3742, -0.2399, 0.0495], [-1.0296, -0.5827, -0.3707], [-1.2925, -2.0867, -0.3536], [-2.1203, -2.6120, -1.0181], [0.0367, 2.9115, 1.1980], [1.3149, -0.1810, -1.8601], [1.6024, -1.6105, -0.8413], [2.4261, -0.1083, -0.4707], [0.5899, -0.3274, 1.1158], [-1.3017, -0.1941, -1.3500], [-1.8162, -0.2187, 0.2986], [-0.7238, -2.7346, 0.3594], [0.1935, 1.9935, 0.8091], [-0.5850, 2.9932, 1.9927], [0.8545, 3.5036, 1.2707]]
}

***

{
  "formula": "C4H10NO2",
  "method": "the ωB97M-V functional and the def2-TZVPD basis",
  "e_above_lowest_kj_mol": 776.1,
  "homo_ev": -3.86,
  "charge": -1,
  "gap_ev": 6.253,
  "elements": ["C", "N", "C", "C", "O", "C", "O", "H", "H", "H", "H", "H", "H", "H", "H", "H", "H"],
  "coordinates": [[-1.6517, 1.5468, -0.9133], [-0.9668, 0.3252, -1.1305], [-0.0788, 0.0874, -0.0924], [0.1277, -1.5687, 0.1129], [-0.3038, -2.0707, 1.2187], [1.4358, 0.9270, -0.0119], [2.0873, 1.1494, 1.0614], [-2.6735, 1.4533, -0.4083], [-1.9823, 2.0166, -1.8531], [-1.0439, 2.2611, -0.3009], [-0.6169, 0.4724, 0.8064], [-2.1501, -2.4020, -0.8182], [1.1700, -1.8444, -0.2967], [-0.3951, -1.8522, -0.8088], [-1.9459, -2.6389, -0.1405], [1.0448, 1.8879, -0.3932], [2.0056, 0.2158, -0.6830]]
}

***

{
  "formula": "C4H10NO2",
  "method": "the ωB97M-V functional and the def2-TZVPD basis",
  "smiles": "[O-]CNCCCO",
  "e_above_lowest_kj_mol": 406.2,
  "homo_ev": -2.31,
  "charge": -1,
  "gap_ev": 6.174,
  "elements": ["C", "C", "C", "O", "N", "C", "O", "H", "H", "H", "H", "H", "H", "H", "H", "H", "H"],
  "coordinates": [[0.2319, -0.9397, 0.4615], [0.0343, 0.2413, 1.4267], [0.2699, 1.5832, 0.8889], [1.6315, 1.6327, 0.4758], [0.2871, -0.7497, -0.9535], [-0.8802, -1.1371, -1.7871], [-1.0530, -0.2274, -2.6814], [1.1642, -1.2574, 0.7047], [-0.3877, -1.8415, 0.7593], [-0.9763, 0.2041, 1.7788], [0.6027, -0.0120, 2.3282], [-0.2685, 1.9262, -0.0063], [0.0659, 2.4524, 1.6640], [1.5199, 1.3181, -0.4921], [0.4610, 0.1826, -1.2488], [-0.8776, -2.1963, -2.2474], [-1.8252, -1.1795, -1.0713]]
}

***

{
  "formula": "C4H10NO2",
  "method": "the ωB97M-V functional and the def2-TZVPD basis",
  "spin_multiplicity": 2,
  "s2": 0.780,
  "e_above_lowest_kj_mol": 188.2,
  "homo_ev": [-9.78, -9.75],
  "gap_ev": [10.881, 7.013],
  "elements": ["C", "O", "C", "H", "H", "H", "H", "H", "O", "C", "C", "N", "H", "H", "H", "H", "H"],
  "coordinates": [[1.6900, 0.0440, -0.5546], [0.4642, 0.6497, -0.3426], [2.1952, -0.7069, 0.6969], [2.4332, 0.8081, -0.8109], [1.6721, -0.6721, -1.3830], [3.1496, -1.1987, 0.5069], [1.4537, -1.4595, 0.9709], [2.3054, -0.0168, 1.5331], [-0.4758, -1.6262, -0.4132], [-0.9429, -0.4970, -0.6728], [-2.0204, 0.0661, 0.2163], [-2.2046, 1.5356, -0.0131], [-0.9511, -0.1560, -1.7184], [-2.9772, -0.3576, -0.0916], [-1.7535, -0.2227, 1.2342], [-2.7629, 1.9032, 0.7474], [-1.2751, 1.9068, 0.0944]]
}

***

{
  "formula": "C4H10NO2",
  "method": "the ωB97M-V functional and the def2-TZVPD basis",
  "smiles": "C[NH2+][C@@H](C)C(=O)O",
  "e_above_lowest_kj_mol": 104.7,
  "homo_ev": -15.17,
  "charge": 1,
  "gap_ev": 11.783,
  "elements": ["O", "C", "C", "N", "C", "C", "O", "H", "H", "H", "H", "H", "H", "H", "H", "H", "H"],
  "coordinates": [[0.2550, 1.6008, 0.8328], [1.0454, 0.5637, 0.4478], [0.1923, -0.6143, -0.0876], [-1.2519, -0.1281, 0.0879], [-2.2629, -1.2267, -0.0808], [0.3888, -0.7941, -1.6075], [2.2331, 0.6181, 0.4925], [0.7531, 2.2969, 1.2699], [0.3224, -1.5674, 0.4140], [-1.4549, 0.6122, -0.5835], [-1.3572, 0.3503, 0.9857], [-3.3106, -0.8887, -0.0502], [-2.1813, -1.8596, 0.7986], [-2.2486, -1.5879, -1.0986], [-0.1779, -1.6911, -1.8670], [0.1117, 0.0779, -2.1901], [1.3817, -1.1429, -1.8716]]
}

***

{
  "formula": "C4H10NO2",
  "method": "the ωB97M-V functional and the def2-TZVPD basis",
  "spin_multiplicity": 2,
  "s2": 0.757,
  "e_above_lowest_kj_mol": 930.7,
  "homo_ev": [-21.02, -21.03],
  "charge": 2,
  "gap_ev": [7.629, 7.345],
  "elements": ["O", "C", "C", "N", "C", "C", "O", "H", "H", "H", "H", "H", "H", "H", "H", "H", "H"],
  "coordinates": [[-0.4561, 1.5290, 0.3544], [0.1416, 0.8363, 1.3066], [0.8412, -0.4586, 0.8230], [0.2465, -1.1206, -0.3007], [0.1125, -0.6279, -1.5882], [-1.2924, -0.1701, -2.1400], [-0.1499, 0.9865, 2.5344], [-1.0625, 0.6964, 0.8372], [0.8488, 0.6330, 3.2047], [1.8797, -0.0971, 0.6194], [1.5443, 0.4004, 3.7159], [0.9155, -1.1982, 1.6186], [0.3926, -1.4815, -2.2347], [0.7991, 0.1964, -1.7923], [-1.9555, -0.9997, -2.3305], [-1.0685, 0.2714, -3.1232], [-1.7370, 0.6043, -1.5046]]
}

***

{
  "formula": "C4H10NO2",
  "method": "the ωB97M-V functional and the def2-TZVPD basis",
  "spin_multiplicity": 2,
  "s2": 0.758,
  "e_above_lowest_kj_mol": 313.4,
  "homo_ev": [-21.58, -21.54],
  "charge": 2,
  "gap_ev": [11.830, 6.392],
  "elements": ["O", "C", "C", "N", "C", "C", "O", "H", "H", "H", "H", "H", "H", "H", "H", "H", "H"],
  "coordinates": [[0.1113, 0.3632, -1.8353], [-0.5107, 0.9255, -0.7226], [-0.3656, -0.1795, 0.4164], [1.0181, -0.7710, 0.4099], [1.1022, -2.2538, 0.5004], [-0.6819, 0.4092, 1.7383], [-1.0573, 1.9565, -0.7417], [0.1437, 1.1000, -2.6108], [-1.3759, -0.9557, 0.4156], [1.6036, -0.1591, 1.0485], [1.6374, -0.4807, -0.4476], [1.9918, -2.5495, 1.0413], [1.3596, -2.5406, -0.5596], [0.2416, -2.8039, 0.7229], [-0.7973, -0.4239, 2.5518], [0.0294, 1.2242, 2.0352], [-1.6565, 1.0193, 1.9553]]
}